DFT (the ωB97M-V functional and the def2-TZVPD basis) results for a 2-piece molecular cluster, C3H9N overall at a distorted geometry.

Values from the calculation:
Energy relative to the best compared isomer or geometry (same formula, charge and spin) = 223.95 kJ/mol
Max |F| = 0.06074 hartree/bohr
Frontier orbital gap = 8.72 eV
SMILES string = C=CN.C
E_HOMO = -7.8 eV
Charge = 0

Cartesian coordinates (Å):
C  1.173  -2.320  0.904
C  0.714  -1.287  1.653
N  -0.383  -1.150  2.527
H  0.474  -2.785  0.102
H  2.263  -2.434  0.814
H  1.492  -0.544  1.785
H  -0.967  -1.936  2.871
H  -0.609  -0.132  2.835
C  -0.892  2.529  -2.730
H  -1.007  1.858  -1.880
H  -0.561  1.939  -3.598
H  0.103  3.104  -2.497
H  -1.797  3.158  -2.787

Formally, the Löwdin partial charges of the atoms, in units of the elementary charge, are as follows:
1 C -0.0728
2 C -0.3337
3 N 0.0051
4 H 0.0692
5 H 0.0320
6 H 0.0806
7 H 0.0963
8 H 0.1234
9 C -0.0725
10 H -0.0034
11 H 0.0100
12 H 0.0490
13 H 0.0169